Density functional theory data (ωB97M-V with the def2-TZVPD basis set) for a 15-piece molecular cluster, C46H112Cl2N8O16 overall.

Its multiplicity is 1. The orbital gap comes out at 9.78 eV. The LUMO energy is -0.4 eV. The value obtained for the total energy is -119218.03674 eV. The calculation puts the HOMO energy at -10.2 eV. As for the largest force on an atom: 4.5 eV/Å.

Geometry (Å):
Cl (-0.534, 2.478, 0.530)
Cl (1.386, 0.035, 2.023)
O (-3.641, 1.810, -2.998)
O (-0.286, -2.472, 6.422)
O (1.927, 4.603, 2.550)
O (5.087, -2.115, -0.937)
O (6.378, 1.862, 2.673)
O (1.678, 2.031, 5.869)
O (-0.446, 5.439, -3.275)
O (0.361, 5.910, 1.841)
O (5.527, 3.439, 1.384)
O (0.332, 5.988, -1.288)
O (4.871, -0.747, 0.799)
O (-0.328, -3.460, 4.547)
O (4.862, 7.804, -0.213)
O (-3.938, 3.316, -4.534)
O (2.698, 3.963, 5.452)
O (5.129, 5.868, -0.873)
N (5.965, 3.003, 2.472)
N (2.485, 2.745, 5.251)
N (5.480, -1.542, 0.103)
N (-0.398, -2.477, 5.260)
N (4.456, 6.677, -0.276)
N (-4.278, 2.305, -3.863)
N (0.939, 5.286, 2.685)
N (-0.555, 5.767, -2.084)
C (3.345, 2.016, 4.234)
C (0.388, -6.058, -0.970)
C (2.731, 1.807, -3.754)
C (2.614, -6.399, -2.194)
C (2.464, -6.000, -3.597)
C (-1.430, -3.656, -4.673)
C (6.849, -1.825, 0.564)
C (-2.793, -2.197, -6.317)
C (-1.972, 5.925, -1.452)
C (4.251, -1.485, 7.775)
C (-0.427, -4.944, -0.196)
C (2.942, -2.482, 4.240)
C (-2.515, -0.860, -5.589)
C (1.948, 3.397, -5.607)
C (-6.475, -0.922, -1.044)
C (-0.385, -4.088, -5.662)
C (6.016, 4.058, 3.617)
C (0.298, 5.367, 4.014)
C (-3.138, -0.804, -1.457)
C (1.799, -5.606, -1.168)
C (3.581, -3.070, 3.027)
C (-4.584, 3.281, 4.159)
C (0.653, 1.363, -0.313)
C (-7.708, -1.746, -0.755)
C (-4.127, 3.468, 2.660)
C (2.833, -2.146, -3.209)
C (-5.447, 1.521, -4.458)
C (3.356, 0.412, -3.618)
C (2.354, -0.817, -3.706)
C (-2.864, -3.302, -5.228)
C (-5.399, 3.279, 1.783)
C (3.944, -2.250, 5.297)
C (-8.822, -1.641, -1.816)
C (3.228, -1.729, 6.657)
C (2.210, 1.946, -5.254)
C (-3.466, 3.047, 5.082)
C (4.549, -2.621, 8.755)
C (-6.369, 3.564, -0.581)
C (-4.046, -0.317, -0.353)
C (-5.318, -1.188, -0.019)
C (-0.432, -1.099, 4.621)
C (3.292, 6.208, 0.566)
C (1.884, 0.987, 0.562)
C (-5.171, 3.807, 0.319)
C (-0.020, -4.723, 1.249)
C (-0.393, -5.538, -6.180)
H (6.601, 3.891, 4.521)
H (-0.594, 5.983, 3.904)
H (1.480, -6.236, -4.003)
H (4.320, 2.465, 4.419)
H (1.882, 3.375, -6.694)
H (2.693, -4.936, -3.537)
H (-2.207, -2.495, -7.186)
H (3.207, -6.458, -4.249)
H (-6.057, 3.475, -1.622)
H (7.030, -2.898, 0.501)
H (4.450, -1.352, 4.942)
H (1.054, 5.795, 4.672)
H (2.328, 1.901, 0.956)
H (-5.010, 4.216, 4.523)
H (5.199, -1.124, 7.375)
H (-0.459, -6.257, -5.363)
H (0.331, -7.020, -0.461)
H (3.752, -2.574, 9.497)
H (4.997, 4.266, 3.945)
H (2.538, -0.904, 6.478)
H (-0.500, -3.489, -6.565)
H (1.534, -0.747, -2.991)
H (-3.372, 2.759, 2.322)
H (-0.516, -5.304, 2.026)
H (0.500, -0.542, 4.725)
H (3.569, 2.449, -3.479)
H (6.826, -1.631, 1.636)
H (-3.579, -3.090, -4.433)
H (2.324, -5.678, -0.216)
H (-0.642, -1.205, 3.557)
H (0.568, -5.702, -6.668)
H (2.925, 2.262, 3.258)
H (-2.376, -0.034, -1.578)
H (2.537, 6.250, -0.219)
H (-6.187, 3.802, 2.324)
H (-5.601, 2.209, 1.725)
H (-8.432, -1.967, -2.780)
H (1.308, 1.349, -5.386)
H (1.053, -4.905, 1.305)
H (-2.678, -1.749, -1.168)
H (0.115, 0.455, -0.584)
H (-3.619, 3.274, 6.137)
H (5.448, -2.426, 9.340)
H (2.150, -3.208, 4.423)
H (-5.269, 2.445, 4.300)
H (-1.484, -5.188, -0.093)
H (4.101, 0.304, -4.407)
H (3.811, 0.296, -2.635)
H (-7.112, 4.356, -0.486)
H (2.950, 1.645, -5.996)
H (4.074, -4.032, 3.162)
H (-3.196, 1.992, 5.105)
H (-7.524, -2.806, -0.932)
H (6.607, 4.857, 3.169)
H (-8.173, -1.600, 0.220)
H (-0.377, -4.010, -0.756)
H (2.983, 6.875, 1.371)
H (-6.699, 0.144, -1.074)
H (2.881, -3.162, 2.197)
H (-1.277, -0.483, 4.930)
H (-4.335, 3.170, 0.029)
H (3.263, -2.187, -2.208)
H (-0.151, -3.678, 1.530)
H (-5.163, -2.245, -0.236)
H (2.773, 4.002, -5.230)
H (-6.880, 2.601, -0.576)
H (-2.750, 5.396, -2.002)
H (3.673, -6.160, -2.105)
H (-6.412, 2.024, -4.518)
H (2.668, -7.485, -2.117)
H (-5.705, -0.999, 0.982)
H (3.789, -0.696, 8.369)
H (-3.772, 4.478, 2.458)
H (4.708, -3.000, 5.503)
H (1.856, 2.002, -3.134)
H (1.005, 3.805, -5.242)
H (-2.569, 3.573, 4.753)
H (-1.041, -2.806, -4.113)
H (-1.541, -0.793, -5.105)
H (-3.172, -4.197, -5.769)
H (0.599, -3.855, -5.255)
H (-1.911, 5.500, -0.450)
H (-0.180, -6.073, -1.900)
H (-3.550, -1.026, -2.442)
H (1.656, -4.545, -1.373)
H (-3.830, -2.135, -6.650)
H (4.624, -3.593, 8.266)
H (3.496, 5.153, 0.743)
H (-6.244, -1.198, -2.072)
H (3.256, 0.950, 4.444)
H (-1.181, -5.785, -6.892)
H (-5.126, 1.311, -5.478)
H (2.436, -1.537, 4.044)
H (-5.491, 0.642, -3.815)
H (-4.880, 4.857, 0.285)
H (2.593, -2.589, 6.869)
H (-2.341, 6.951, -1.432)
H (-3.358, -0.245, 0.490)
H (3.589, -2.632, -3.826)
H (2.590, 0.401, -0.028)
H (-9.116, -0.596, -1.911)
H (0.869, 1.684, -1.332)
H (-2.561, -0.041, -6.307)
H (-1.446, -4.441, -3.918)
H (-4.374, 0.664, -0.696)
H (4.389, -2.401, 2.730)
H (-3.298, -0.638, -4.864)
H (-9.682, -2.272, -1.587)
H (0.041, 4.323, 4.198)
H (7.588, -1.279, -0.022)
H (2.034, -0.853, -4.747)
H (1.993, -2.838, -3.275)

Atoms 1-6, force components in eV/Å:
Cl 0.839 -0.573 -0.598
Cl 0.140 0.178 -0.668
O 0.482 -0.371 1.518
O -0.032 -0.215 3.785
O 0.358 -0.285 -0.196
O 0.456 1.342 2.158